Record 1
51
Properties=species:S:1:pos:R:3:forces:R:3 method="wB97M-V/def2-TZVPD" largest_force_ev_per_a=0.68 total_charge=0 gap_ev=8.0305 smiles="O=C(CCCCCN1C(=O)c2cccc3cccc(c23)C1=O)NCCCO" relative_energy_kj_mol=0.0 homo_energy_ev=-9.21
O -5.0227 -0.4597 0.8099 -0.517 -0.061 -0.112
C -3.8083 -0.5785 0.8535 0.505 -0.367 0.261
C -3.1043 -1.9146 0.6900 -0.172 0.138 -0.181
C -2.4180 -1.9873 -0.6796 0.010 -0.199 0.108
C -1.4595 -3.1820 -0.8264 0.119 0.198 -0.183
C 0.0084 -2.7522 -0.8334 -0.076 -0.156 0.119
C 0.4765 -2.2467 0.5356 -0.265 -0.188 -0.069
N 1.5400 -1.2571 0.4065 -0.261 -0.190 0.173
C 1.1646 0.0700 0.3909 -0.091 0.104 0.042
O -0.0078 0.3895 0.5025 -0.005 0.073 -0.037
C 2.2388 1.0612 0.2427 0.098 0.606 -0.041
C 1.9375 2.4077 0.2284 -0.103 -0.588 0.028
C 2.9533 3.3577 0.0906 0.315 0.138 -0.036
C 4.2610 2.9645 -0.0318 -0.182 0.066 0.016
C 4.6087 1.5975 -0.0221 -0.229 -0.220 0.033
C 5.9399 1.1471 -0.1442 0.056 -0.184 0.000
C 6.2320 -0.1923 -0.1299 0.154 0.305 -0.025
C 5.2126 -1.1392 0.0054 -0.596 -0.049 0.062
C 3.8988 -0.7367 0.1285 0.620 0.042 -0.072
C 3.5770 0.6355 0.1173 0.128 0.112 -0.020
C 2.8348 -1.7432 0.2688 0.197 -0.153 0.014
O 3.0460 -2.9369 0.2741 -0.002 0.051 -0.028
N -2.9774 0.4577 1.0657 0.206 0.214 0.031
C -3.4548 1.8190 1.1467 -0.101 0.312 -0.155
C -3.4052 2.5441 -0.2025 -0.370 -0.320 -0.018
C -4.2676 1.8529 -1.2714 0.422 0.172 -0.010
O -5.6047 1.6937 -0.8937 -0.415 -0.050 0.277
H -2.3777 -2.0306 1.4956 0.025 -0.036 0.018
H -3.8472 -2.7082 0.7763 0.022 0.066 0.069
H -1.8605 -1.0641 -0.8506 -0.003 0.032 -0.058
H -3.1963 -2.0400 -1.4428 0.003 0.079 -0.010
H -1.6616 -3.6974 -1.7663 -0.024 -0.090 0.056
H -1.6253 -3.8989 -0.0209 -0.056 -0.129 0.016
H 0.1346 -1.9528 -1.5685 0.008 0.000 -0.013
H 0.6427 -3.5848 -1.1414 0.057 0.056 -0.036
H -0.3404 -1.7554 1.0615 0.141 -0.088 -0.022
H 0.8597 -3.0721 1.1373 -0.078 0.117 -0.036
H 0.9065 2.7130 0.3261 -0.079 -0.007 0.006
H 2.6982 4.4065 0.0815 0.007 0.083 -0.003
H 5.0463 3.6986 -0.1376 0.067 0.086 -0.010
H 6.7273 1.8792 -0.2493 0.090 0.059 -0.012
H 7.2543 -0.5259 -0.2240 0.083 0.000 -0.009
H 5.4347 -2.1956 0.0162 -0.009 -0.082 0.002
H -1.9793 0.3365 0.9583 -0.022 -0.180 0.018
H -4.4864 1.7860 1.5062 0.169 0.060 0.041
H -2.8427 2.3564 1.8759 -0.109 -0.045 0.004
H -2.3748 2.5867 -0.5612 0.093 0.067 -0.013
H -3.7685 3.5617 -0.0546 0.027 0.087 -0.024
H -3.8178 0.8827 -1.5305 0.001 0.078 -0.042
H -4.2746 2.4724 -2.1737 0.098 -0.118 0.034
H -5.6505 0.9745 -0.2357 0.046 0.096 -0.148



Record 2
53
Properties=species:S:1:pos:R:3:forces:R:3 method="wB97M-V/def2-TZVPD" largest_force_ev_per_a=0.57 total_charge=0 gap_ev=8.6561 smiles="CCOC(=O)CN1C[C@]23C=C[C@H](O2)[C@@H](C(=O)Nc2ccc(OCC)cc2)[C@@H]3C1=O" relative_energy_kj_mol=124.8 homo_energy_ev=-8.06
C 6.5536 2.7932 2.0049 -0.350 -0.177 0.051
C 5.1398 2.4025 1.5992 0.191 0.436 -0.119
O 4.6016 1.3946 2.4577 0.144 -0.368 -0.093
C 4.0881 1.8058 3.6126 -0.050 -0.123 0.439
O 4.1579 2.9194 4.0512 0.093 0.089 0.038
C 3.4768 0.6261 4.3747 -0.131 0.382 -0.079
N 2.5148 -0.0714 3.5599 0.361 -0.146 0.315
C 2.3125 -1.5032 3.6568 -0.040 -0.197 -0.153
C 1.5186 -1.8015 2.4040 -0.404 0.129 0.299
C 0.4929 -2.8908 2.2150 0.315 -0.081 -0.166
C 0.3428 -2.9804 0.8991 0.268 -0.205 0.123
C 1.3139 -1.9762 0.3100 -0.332 0.016 -0.324
O 2.3547 -1.9743 1.2611 0.398 0.273 0.165
C 0.6840 -0.5480 0.5358 0.048 -0.039 0.177
C -0.7543 -0.4896 0.0407 0.530 0.200 0.066
O -1.6991 -0.7173 0.7648 -0.270 -0.011 0.052
N -0.8331 -0.2124 -1.2852 0.272 0.071 -0.346
C -1.9708 -0.1369 -2.1043 -0.408 -0.047 -0.068
C -3.2589 -0.3558 -1.6362 0.213 -0.011 0.165
C -4.3414 -0.2742 -2.4952 -0.231 0.062 -0.398
C -4.1564 0.0275 -3.8399 0.209 -0.016 0.151
O -5.1450 0.1303 -4.7665 0.101 0.046 -0.166
C -6.4854 -0.0741 -4.3646 -0.358 -0.036 0.013
C -7.3667 0.1042 -5.5910 0.355 -0.028 0.288
C -2.8588 0.2479 -4.3077 -0.219 -0.023 0.020
C -1.7837 0.1668 -3.4525 -0.100 -0.032 0.120
C 0.7986 -0.4630 2.0563 0.168 0.027 -0.080
C 1.7497 0.5641 2.6424 -0.394 -0.282 -0.307
O 1.8232 1.7407 2.3706 -0.132 0.374 -0.077
H 6.9490 3.5132 1.2942 0.080 0.081 -0.084
H 7.1982 1.9172 2.0191 0.092 -0.050 -0.029
H 6.5440 3.2437 2.9940 0.036 0.048 0.034
H 5.1240 1.9575 0.6022 -0.048 0.066 0.116
H 4.4774 3.2728 1.6302 0.044 -0.149 -0.074
H 4.2840 -0.0631 4.6380 -0.054 0.051 0.001
H 3.0165 1.0163 5.2905 0.173 -0.010 -0.136
H 3.2703 -2.0297 3.6477 -0.058 -0.016 0.049
H 1.7529 -1.7691 4.5615 0.055 -0.066 -0.066
H -0.0347 -3.3831 3.0061 -0.269 -0.139 0.153
H -0.3356 -3.5778 0.3245 -0.283 -0.137 -0.048
H 1.6855 -2.1675 -0.6931 0.015 0.005 0.020
H 1.3081 0.2065 0.0530 -0.044 -0.007 -0.005
H 0.0341 -0.0201 -1.7675 -0.081 -0.029 0.235
H -3.4154 -0.5880 -0.5966 -0.001 -0.005 0.026
H -5.3276 -0.4490 -2.0960 -0.099 -0.010 0.007
H -6.6060 -1.0868 -3.9548 0.047 0.129 0.021
H -6.7620 0.6540 -3.5895 0.069 -0.116 -0.030
H -8.4086 -0.0455 -5.3228 -0.114 -0.011 0.006
H -7.0872 -0.6149 -6.3561 -0.020 -0.070 -0.085
H -7.2414 1.1050 -5.9949 -0.035 0.094 -0.051
H -2.7218 0.4827 -5.3511 0.029 0.030 -0.125
H -0.7860 0.3413 -3.8306 0.110 0.023 -0.058
H -0.1874 -0.3696 2.5182 0.106 0.002 0.021



Record 3
55
Properties=species:S:1:pos:R:3:forces:R:3 method="wB97M-V/def2-TZVPD" largest_force_ev_per_a=1.32 total_charge=+1 gap_ev=8.1167 smiles="C[NH+](C)CCN(C(=O)CCS(=O)(=O)c1ccccc1)c1nc2cc3c(cc2s1)OCO3" homo_energy_ev=-10.16
C 2.9982 3.2162 0.5359 0.658 0.361 -0.495
N 1.8419 2.5609 1.1653 -0.101 -0.398 -0.226
C 2.0990 2.3442 2.5967 0.109 -0.187 0.692
C 0.5704 3.2927 0.9740 -0.620 0.273 -0.281
C 0.0531 3.3170 -0.4692 0.311 0.211 0.052
N -0.2019 1.9920 -1.0184 0.336 0.513 -0.134
C 0.8222 1.4499 -1.7738 -0.286 0.039 -0.265
O 1.8279 2.1075 -1.9565 0.143 -0.107 -0.189
C 0.7075 0.0533 -2.3312 0.108 -0.165 0.200
C 2.0792 -0.5862 -2.2160 0.092 0.037 0.453
S 2.5675 -0.5651 -0.4479 0.188 -0.092 0.275
O 1.4799 0.0813 0.3022 -0.273 -0.843 -0.159
O 3.8330 0.0910 -0.2682 0.456 -0.255 -0.284
C 2.6655 -2.2693 0.0758 -0.123 0.551 -0.283
C 1.4897 -2.9651 0.2881 -0.188 -0.045 0.035
C 1.5598 -4.2994 0.6526 -0.042 0.086 -0.040
C 2.7957 -4.9134 0.7931 0.036 0.025 -0.003
C 3.9658 -4.2016 0.5769 -0.037 0.040 -0.002
C 3.9043 -2.8663 0.2120 0.186 0.142 -0.052
C -1.3966 1.3786 -0.7160 -1.190 -0.211 0.532
N -1.8178 0.2663 -1.1905 0.647 0.151 -0.414
C -3.0469 -0.0815 -0.7144 -0.807 0.415 0.761
C -3.7389 -1.2448 -1.0762 -0.296 -0.082 0.092
C -4.9689 -1.4130 -0.5003 0.028 0.445 0.286
C -5.5198 -0.4827 0.4048 0.468 -0.067 -0.306
C -4.8617 0.6620 0.7772 -0.392 -0.292 0.019
C -3.6093 0.8380 0.1947 0.417 -0.282 -0.378
S -2.5139 2.1627 0.4280 0.206 -0.279 -0.372
O -6.7411 -0.9169 0.8048 0.132 0.350 0.176
C -6.9720 -2.1369 0.1288 -1.091 -0.723 0.096
O -5.8451 -2.4379 -0.6696 0.408 0.018 -0.198
H 3.8813 2.5969 0.6801 -0.078 -0.035 0.095
H 2.8434 3.3064 -0.5364 -0.091 0.007 0.161
H 3.1580 4.1979 0.9793 -0.085 -0.025 0.124
H 1.7321 1.5939 0.7376 0.056 0.491 0.201
H 2.1965 3.3006 3.1099 -0.018 0.018 -0.105
H 3.0206 1.7791 2.7171 0.008 0.022 -0.101
H 1.2858 1.7764 3.0438 -0.061 0.021 -0.104
H -0.1831 2.8184 1.6064 0.194 0.023 0.071
H 0.7059 4.3251 1.3072 0.060 -0.103 0.079
H 0.7707 3.8039 -1.1330 -0.228 0.003 0.141
H -0.8765 3.8911 -0.4811 0.133 0.009 -0.007
H -0.0499 -0.5161 -1.7974 0.172 0.070 -0.253
H 0.4078 0.1230 -3.3796 -0.012 -0.033 0.022
H 2.0856 -1.6225 -2.5387 0.016 -0.079 -0.033
H 2.8402 -0.0132 -2.7402 0.130 -0.050 0.102
H 0.5432 -2.4579 0.1831 -0.187 -0.009 0.020
H 0.6535 -4.8583 0.8257 -0.084 -0.038 0.022
H 2.8464 -5.9535 1.0757 0.006 -0.095 0.025
H 4.9237 -4.6838 0.6911 0.090 -0.029 0.013
H 4.7924 -2.2790 0.0409 0.164 0.002 -0.009
H -3.3228 -1.9496 -1.7732 0.060 -0.134 -0.128
H -5.2867 1.3709 1.4657 -0.115 0.080 0.117
H -7.1309 -2.9409 0.8628 0.124 0.211 -0.147
H -7.8636 -2.0422 -0.5094 0.263 0.046 0.108



Record 4
50
Properties=species:S:1:pos:R:3:forces:R:3 method="wB97M-V/def2-TZVPD" largest_force_ev_per_a=0.93 total_charge=0 gap_ev=8.1827 smiles="CCN(CCNC(=O)c1cc(C)nn1-c1ccccc1)c1ccccc1" relative_energy_kj_mol=169.9 homo_energy_ev=-7.52
C 0.8147 3.0808 -2.9553 0.150 0.041 0.226
C 1.1780 3.5590 -1.5463 0.072 0.044 -0.242
N 0.5617 2.8223 -0.4655 -0.102 0.183 -0.046
C -0.8501 3.0286 -0.2625 -0.214 -0.316 0.014
C -1.7377 1.9780 -0.9664 -0.029 0.287 -0.069
N -1.3625 0.6339 -0.6089 -0.069 0.060 -0.023
C -0.7320 -0.1873 -1.4896 -0.393 0.400 0.279
O -0.6319 0.0725 -2.6742 0.181 -0.116 -0.219
C -0.1227 -1.3961 -0.9086 0.687 -0.595 -0.218
C 1.0342 -1.9953 -1.3687 -0.584 0.077 0.170
C 1.3527 -2.9767 -0.4142 -0.292 0.297 -0.163
C 2.5105 -3.9071 -0.4099 -0.064 0.023 0.051
N 0.4529 -2.9794 0.5505 0.187 -0.628 0.424
N -0.4406 -2.0312 0.2587 0.379 0.260 -0.612
C -1.5745 -1.9023 1.0708 -0.648 -0.099 0.533
C -1.4366 -2.0895 2.4424 0.090 0.091 -0.149
C -2.5430 -1.9849 3.2639 -0.050 0.009 0.004
C -3.7872 -1.6987 2.7255 -0.074 0.007 0.043
C -3.9267 -1.5367 1.3566 -0.030 0.038 0.043
C -2.8286 -1.6460 0.5234 0.194 -0.146 -0.019
C 1.2113 1.7514 0.1239 0.326 -0.088 0.197
C 0.8172 1.2638 1.3790 -0.036 0.092 0.106
C 1.4827 0.2175 1.9845 -0.032 -0.001 0.002
C 2.5710 -0.3802 1.3735 0.167 -0.094 -0.026
C 2.9805 0.0958 0.1408 0.069 -0.045 0.223
C 2.3168 1.1372 -0.4774 -0.056 0.205 -0.099
H -0.1818 3.4148 -3.2334 -0.115 -0.017 -0.071
H 0.8357 1.9957 -3.0158 -0.010 -0.084 -0.047
H 1.5201 3.4867 -3.6763 0.039 0.086 -0.130
H 2.2594 3.5149 -1.4026 -0.071 0.071 0.010
H 0.8822 4.6099 -1.4365 0.111 -0.071 0.014
H -1.0813 3.0256 0.8070 -0.043 0.113 -0.058
H -1.1117 4.0155 -0.6506 -0.005 -0.010 0.089
H -2.7837 2.1548 -0.6928 0.024 0.046 -0.084
H -1.6331 2.0446 -2.0507 -0.088 0.060 0.133
H -1.3141 0.4212 0.3754 0.066 -0.088 -0.144
H 1.5724 -1.7377 -2.2567 0.085 0.147 -0.200
H 2.4395 -4.5729 0.4452 0.056 -0.073 0.034
H 3.4416 -3.3452 -0.3509 0.114 -0.023 0.016
H 2.5269 -4.4956 -1.3257 0.058 -0.069 -0.013
H -0.4606 -2.3237 2.8360 0.083 -0.012 0.044
H -2.4342 -2.1266 4.3286 0.021 -0.016 0.085
H -4.6494 -1.6139 3.3696 -0.075 0.002 0.055
H -4.8988 -1.3365 0.9317 -0.076 0.013 -0.044
H -2.9393 -1.5432 -0.5454 -0.020 -0.024 -0.057
H -0.0092 1.7158 1.9077 -0.064 0.054 0.013
H 1.1476 -0.1280 2.9523 -0.033 -0.020 0.079
H 3.0833 -1.2028 1.8472 0.053 -0.090 0.041
H 3.8254 -0.3567 -0.3585 0.069 -0.044 -0.059
H 2.6531 1.4537 -1.4510 -0.006 0.061 -0.133



Record 5
53
Properties=species:S:1:pos:R:3:forces:R:3 method="wB97M-V/def2-TZVPD" largest_force_ev_per_a=1.28 total_charge=0 gap_ev=8.8698 smiles="CCOc1ccc(C(C)=O)cc1CSc1nnc(-c2ccncc2)n1CCOC" relative_energy_kj_mol=247.0 homo_energy_ev=-8.51
C -4.2150 -4.0895 -0.0468 0.297 0.288 0.131
C -2.8375 -3.5875 0.3760 -0.083 -0.435 -0.127
O -2.8811 -2.2820 0.9252 -0.205 0.291 -0.004
C -2.7682 -1.2065 0.1252 -0.081 0.510 0.019
C -2.8806 -1.2195 -1.2656 0.002 -0.284 0.077
C -2.7850 -0.0499 -1.9865 0.043 0.231 0.066
C -2.5818 1.1796 -1.3580 -0.049 -0.530 0.016
C -2.4926 2.3920 -2.1993 0.044 0.286 0.039
C -2.2448 3.7055 -1.4927 -0.034 0.081 -0.332
O -2.6078 2.3379 -3.4053 0.005 0.029 0.023
C -2.4507 1.1893 0.0297 -0.152 -0.123 -0.298
C -2.5343 0.0251 0.7676 -0.233 -0.307 -0.075
C -2.2656 0.0470 2.2376 0.420 -0.095 0.009
S -0.5916 0.7276 2.5469 -0.157 0.224 0.463
C 0.3232 -0.3442 1.5347 0.116 0.032 -0.030
N -0.0567 -1.5117 1.0896 -0.579 0.383 0.737
N 0.9376 -1.9980 0.3452 0.925 -0.462 -0.748
C 1.9194 -1.1309 0.3254 -0.415 0.073 0.204
C 3.1690 -1.3646 -0.3770 0.529 -0.106 -0.253
C 3.9292 -0.3606 -0.9754 -0.068 -0.248 0.082
C 5.1038 -0.7221 -1.6179 -0.065 0.281 0.017
N 5.5426 -1.9644 -1.7057 0.439 -0.059 -0.260
C 4.8075 -2.9202 -1.1603 -0.231 -0.177 0.136
C 3.6223 -2.6812 -0.4887 0.004 0.248 -0.002
N 1.5768 -0.0366 1.0848 -0.552 -0.680 -0.111
C 2.2958 1.1680 1.3851 0.229 0.728 -0.092
C 1.8156 2.3255 0.4817 -0.036 -0.195 -0.039
O 2.7083 3.4030 0.4448 0.150 -0.022 -0.097
C 2.7365 4.1823 1.6185 0.019 0.031 0.024
H -4.8934 -4.0651 0.8026 -0.071 -0.027 0.054
H -4.6360 -3.4726 -0.8369 -0.058 0.011 -0.078
H -4.1352 -5.1126 -0.4039 -0.014 -0.122 -0.051
H -2.4514 -4.2098 1.1882 0.025 0.067 -0.164
H -2.1228 -3.6254 -0.4520 0.006 0.028 0.100
H -3.0334 -2.1466 -1.7939 -0.031 -0.108 -0.022
H -2.8683 -0.0634 -3.0630 -0.014 -0.011 -0.072
H -3.0388 3.9034 -0.7764 -0.023 0.031 0.133
H -2.2167 4.5050 -2.2286 -0.003 -0.017 -0.012
H -1.2940 3.6729 -0.9648 0.068 0.011 0.131
H -2.2563 2.1108 0.5587 0.036 0.112 0.035
H -2.2978 -0.9554 2.6568 -0.114 0.119 0.035
H -2.9334 0.7151 2.7813 0.031 -0.041 0.050
H 3.6177 0.6713 -0.9767 -0.029 0.120 0.017
H 5.7250 0.0279 -2.0897 -0.016 0.127 -0.017
H 5.1951 -3.9247 -1.2663 -0.050 -0.115 0.048
H 3.0444 -3.4802 -0.0541 -0.025 -0.097 0.043
H 3.3642 0.9982 1.2310 -0.132 0.033 0.090
H 2.1211 1.4151 2.4369 0.158 -0.069 -0.085
H 1.7368 1.9715 -0.5513 -0.064 -0.064 0.140
H 0.8195 2.6508 0.8163 0.062 -0.048 -0.094
H 3.3422 5.0558 1.3866 -0.024 0.016 0.117
H 1.7277 4.5017 1.9035 0.002 0.014 0.006
H 3.1894 3.6430 2.4569 0.000 0.035 0.019



Record 6
53
Properties=species:S:1:pos:R:3:forces:R:3 method="wB97M-V/def2-TZVPD" largest_force_ev_per_a=1.33 total_charge=0 gap_ev=7.5660 smiles="COc1ccc(NC(=O)CCCCCn2nnc3ccccc3c2=O)cc1OC" relative_energy_kj_mol=326.0 homo_energy_ev=-7.69
C -6.1987 -0.4611 1.1981 -0.160 0.068 0.090
O -5.0870 -0.9945 0.5256 0.416 -0.008 -0.229
C -4.0036 -0.1763 0.2928 -0.126 -0.112 0.054
C -3.9611 1.1578 0.6775 -0.072 -0.270 -0.041
C -2.8725 1.9711 0.4177 0.099 0.212 0.026
C -1.7776 1.4499 -0.2558 -0.487 -0.189 0.184
N -0.6338 2.1884 -0.5793 0.211 -0.327 -0.203
C -0.4057 3.5137 -0.3791 0.450 0.014 -0.373
O -1.1720 4.2676 0.1830 -0.159 0.162 0.161
C 0.9341 3.9979 -0.9151 -0.043 0.208 0.247
C 1.9115 4.2261 0.2448 -0.047 -0.158 0.072
C 2.5171 2.9267 0.7760 0.144 0.235 -0.168
C 3.6285 2.4053 -0.1357 -0.180 -0.193 0.224
C 4.1734 1.0569 0.3088 0.403 0.508 -0.077
N 3.2491 -0.0378 0.0571 0.232 -0.828 0.392
N 2.1419 0.2295 -0.6162 -0.129 0.821 -0.346
N 1.2976 -0.6457 -0.8865 -0.677 0.096 -0.504
C 1.4754 -1.9480 -0.4895 0.872 -0.772 0.647
C 0.4976 -2.9043 -0.7901 0.088 0.132 0.005
C 0.6886 -4.2073 -0.3932 -0.061 0.078 -0.059
C 1.8397 -4.5872 0.3000 0.139 0.033 0.079
C 2.8063 -3.6569 0.6082 0.037 0.040 0.011
C 2.6310 -2.3289 0.2184 -0.450 0.039 -0.235
C 3.6192 -1.3022 0.5266 -0.088 -0.039 -0.033
O 4.6662 -1.4573 1.1193 -0.006 -0.046 0.003
C -1.8049 0.1148 -0.6417 -0.244 -0.066 0.056
C -2.8872 -0.7116 -0.3750 0.098 0.177 0.042
O -2.7326 -1.9914 -0.8378 0.030 0.407 -0.121
C -3.5931 -3.0244 -0.4156 -0.229 -0.410 0.083
H -6.6513 0.3651 0.6402 0.023 -0.013 0.038
H -5.9387 -0.1214 2.2061 -0.010 0.010 -0.043
H -6.9138 -1.2800 1.2692 0.003 0.098 0.028
H -4.8017 1.5918 1.1939 -0.101 0.002 0.046
H -2.8799 3.0008 0.7294 0.004 0.022 0.008
H 0.0937 1.6417 -1.0230 -0.012 0.231 0.049
H 0.7504 4.9528 -1.4102 -0.073 -0.102 -0.057
H 1.3464 3.2983 -1.6408 0.036 -0.017 -0.091
H 2.7169 4.8875 -0.0818 0.001 0.061 0.021
H 1.3686 4.7333 1.0444 0.033 0.096 -0.042
H 2.9353 3.1062 1.7689 -0.011 -0.072 0.054
H 1.7317 2.1765 0.8763 -0.015 -0.028 0.124
H 4.4557 3.1173 -0.1312 0.039 -0.018 -0.025
H 3.2655 2.3168 -1.1596 0.092 0.118 -0.052
H 5.1055 0.8229 -0.2172 -0.085 0.004 0.138
H 4.3959 1.0548 1.3807 0.023 -0.011 -0.141
H -0.3950 -2.5986 -1.3118 -0.107 0.030 -0.059
H -0.0620 -4.9498 -0.6198 -0.072 -0.046 -0.029
H 1.9682 -5.6168 0.5984 0.016 -0.073 0.027
H 3.7029 -3.9205 1.1480 0.067 -0.043 0.042
H -0.9596 -0.3101 -1.1589 0.016 -0.030 -0.053
H -3.6387 -3.0899 0.6738 -0.008 -0.004 -0.058
H -4.6028 -2.9013 -0.8112 0.112 -0.046 0.050
H -3.1564 -3.9405 -0.8149 -0.032 0.023 0.038